# 1
Entry from OMol25: a structure of composition C45H38FeN3P2 at a distorted geometry (ωB97M-V with the def2-TZVPD basis set).

Structure (ORCA input):
```
! wB97M-V def2-TZVPD RIJCOSX def2/J DEFGRID3
* xyz 2 6
Fe -0.8698 0.2960 0.4366
C -2.1779 3.0824 -2.8180
C -1.8703 2.6162 -1.5352
N -1.7668 1.3357 -1.2337
C -2.0448 0.4130 -2.1968
C -2.3838 0.7896 -3.5185
C -2.4155 2.1685 -3.8129
C -2.7414 -0.2066 -4.4522
C -2.8406 -1.5102 -4.0472
C -2.5779 -1.8825 -2.7179
C -2.1548 -0.9540 -1.7850
N -1.9152 -1.1778 -0.4521
C -2.8122 -1.8087 0.3943
C -3.2381 -3.1173 0.3788
C -4.2485 -3.5511 1.2605
C -4.8679 -2.6851 2.1205
C -4.4585 -1.3337 2.1730
C -5.0676 -0.3504 2.9839
C -4.6066 0.9398 2.9491
C -3.4997 1.2441 2.1437
N -2.8940 0.3540 1.3824
C -3.3898 -0.9162 1.3522
H -2.2395 4.1454 -3.0030
H -1.7264 3.3187 -0.7194
H -2.6759 2.4898 -4.8139
H -2.9638 0.0818 -5.4712
H -3.1393 -2.2707 -4.7566
H -2.6974 -2.9151 -2.4198
H -2.7877 -3.8189 -0.3106
H -4.5582 -4.5873 1.2331
H -5.6773 -3.0143 2.7586
H -5.9020 -0.6277 3.6163
H -5.0713 1.7191 3.5358
H -3.0974 2.2524 2.1263
C -0.0527 1.1347 3.0220
C -0.1117 -0.3380 2.5753
P 1.3952 -0.7689 1.5687
C 2.5363 -1.4859 2.7857
C 2.1000 -2.3521 3.7878
C 3.0192 -2.9408 4.6410
C 4.3745 -2.6787 4.4942
C 4.8135 -1.8055 3.5094
C 3.8967 -1.2071 2.6606
C 1.0345 -2.1683 0.4467
C 0.9322 -3.4914 0.8653
C 0.7957 -4.4922 -0.0834
C 0.7942 -4.1840 -1.4380
C 0.9404 -2.8700 -1.8580
C 1.0638 -1.8629 -0.9172
C 0.3926 2.0218 1.8395
P 2.1809 1.6200 1.5249
C 2.4756 1.7941 -0.2543
C 3.7030 1.3352 -0.7358
C 3.9975 1.4181 -2.0861
C 3.0681 1.9551 -2.9680
C 1.8519 2.4217 -2.4933
C 1.5558 2.3463 -1.1396
C 3.1681 2.9493 2.2968
C 3.4054 4.1428 1.6169
C 4.2029 5.1047 2.2135
C 4.7727 4.8711 3.4594
C 4.5443 3.6754 4.1255
C 3.7449 2.7058 3.5416
H 0.6451 1.2508 3.8555
H -1.0351 1.4432 3.3806
H -1.0031 -0.5130 1.9349
H -0.2134 -1.0028 3.4305
H 1.0482 -2.5752 3.9179
H 2.6763 -3.6048 5.4229
H 5.0891 -3.1554 5.1514
H 5.8689 -1.5925 3.4062
H 4.2352 -0.5173 1.8947
H 0.9673 -3.7487 1.9144
H 0.7199 -5.5222 0.2389
H 0.7020 -4.9752 -2.1705
H 0.9709 -2.6329 -2.9127
H 1.2286 -0.8350 -1.2383
H 0.2931 3.0813 2.0712
H -0.2333 1.7918 0.9434
H 4.4341 0.9199 -0.0503
H 4.9526 1.0656 -2.4514
H 3.3000 2.0259 -4.0221
H 1.1349 2.8670 -3.1715
H 0.6258 2.7601 -0.7842
H 2.9761 4.3169 0.6381
H 4.3885 6.0388 1.7006
H 5.4084 5.6232 3.9070
H 4.9984 3.4943 5.0902
H 3.5775 1.7589 4.0430
*
```

Properties
expectation value of S²: 8.77
frontier orbital gap (spin up / spin down): 7.0 / 4.6 eV
E_HOMO (spin up / spin down): -12.11 / -12.09 eV
LUMO (spin up / spin down): -5.11 / -7.49 eV

Partial charges, Mulliken, in e: 0.22, -1.17, -0.20, -0.07, 0.01, 0.90, -0.70, -0.97, -1.05, -0.43, -0.19, 1.61, -1.04, -0.68, -1.02, -0.92, 0.63, -0.76, -1.15, -0.31, 0.38, 1.39, 0.46, 0.64, 0.50, 0.45, 0.47, 0.35, 0.48, 0.45, 0.45, 0.48, 0.43, 0.61, -0.96, -1.44, 1.12, 1.08, -0.89, -0.91, -0.56, -0.81, -0.61, 1.42, -0.68, -0.82, -0.76, -0.73, 0.03, -1.23, 0.99, 0.31, -0.48, -0.72, -0.76, -0.64, -0.28, 0.67, -0.65, -0.71, -0.58, -0.74, -0.37, 0.42, 0.54, 0.42, 0.90, 0.37, 0.45, 0.43, 0.46, 0.34, 0.42, 0.47, 0.44, 0.52, 0.13, 0.76, 0.80, 0.30, 0.49, 0.46, 0.51, 0.81, 0.40, 0.43, 0.42, 0.43, 0.37


# 2
Entry from OMol25: a structure of composition C45H39N5O2PRh at a distorted geometry (ωB97M-V with the def2-TZVPD basis set).

Structure (ORCA input):
```
! wB97M-V def2-TZVPD RIJCOSX def2/J DEFGRID3
* xyz -2 5
Rh -0.6893 0.1927 -0.1672
O 3.1546 4.1085 0.8299
C 4.0853 3.1929 0.5343
C 5.3879 3.6330 0.2759
C 6.3942 2.7335 -0.0318
C 6.1224 1.3712 -0.0837
C 4.8318 0.9310 0.1731
C 3.7983 1.8079 0.4799
C 2.4239 1.2166 0.6983
O 2.2753 -0.0193 0.6137
N 1.5069 2.1315 1.0154
N 0.2000 1.7088 1.0598
C -0.6497 2.5873 1.5807
C -2.0267 2.3217 1.6432
C -2.9807 3.3060 2.0385
C -4.3149 3.0312 1.9682
C -4.7479 1.7569 1.5211
C -3.7704 0.8324 1.2018
N -2.4645 1.0662 1.2649
H 2.2796 3.5530 0.9460
H 5.5824 4.6982 0.3207
H 7.3942 3.1002 -0.2390
H 6.9048 0.6627 -0.3283
H 4.5763 -0.1209 0.1337
H -0.2616 3.5378 1.9382
H -2.6271 4.2765 2.3688
H -5.0410 3.7903 2.2404
H -5.7962 1.5067 1.4332
H -4.0445 -0.1709 0.8837
N -1.8124 -0.9613 -1.1931
C -2.5394 -0.6510 -2.2775
C -3.0924 0.6399 -2.5117
C -3.8558 0.9008 -3.6316
C -4.1042 -0.0828 -4.5907
C -3.5809 -1.3551 -4.3784
C -2.8411 -1.6450 -3.2463
H -2.8950 1.4112 -1.7778
H -4.2640 1.8969 -3.7707
H -4.6780 0.1427 -5.4815
H -3.7625 -2.1384 -5.1085
H -2.4515 -2.6443 -3.0840
C -0.1275 3.9864 -2.1247
C 0.6256 3.0327 -3.0018
C 1.3595 3.4559 -4.0919
C 2.0879 2.5554 -4.8686
C 2.1011 1.2062 -4.5216
C 1.4002 0.7329 -3.4272
C 1.4328 -0.7107 -3.0273
C 0.6054 1.6432 -2.6572
N -0.1347 1.2233 -1.6477
H -0.2353 4.9606 -2.6074
H 0.3946 4.1243 -1.1737
H -1.1126 3.5835 -1.8808
H 1.3665 4.5127 -4.3422
H 2.6543 2.9054 -5.7237
H 2.6859 0.5051 -5.1099
H 2.2652 -1.2257 -3.5131
H 0.4994 -1.2154 -3.2970
H 1.5339 -0.7925 -1.9421
C -4.3124 -3.4522 2.6148
C -3.6288 -3.9480 1.5151
C -2.4155 -3.3892 1.1314
C -1.8588 -2.3372 1.8519
C -2.5813 -1.8115 2.9244
C -3.7905 -2.3674 3.3096
P -0.2863 -1.5058 1.3602
C 0.6664 -2.8943 0.6053
C 1.6713 -3.6133 1.2462
C 2.3363 -4.6430 0.5915
C 2.0147 -4.9643 -0.7184
C 1.0362 -4.2316 -1.3771
C 0.3757 -3.2007 -0.7257
C 0.4924 -1.3588 3.0184
C 1.1838 -0.2055 3.3718
C 1.8187 -0.1144 4.6064
C 1.7643 -1.1695 5.5023
C 1.0496 -2.3156 5.1706
C 0.4166 -2.4045 3.9415
H -5.2490 -3.9011 2.9244
H -4.0458 -4.7670 0.9408
H -1.9056 -3.7677 0.2561
H -2.1968 -0.9457 3.4504
H -4.3359 -1.9428 4.1439
H 1.9679 -3.3577 2.2544
H 3.1169 -5.1878 1.1101
H 2.5397 -5.7635 -1.2289
H 0.7976 -4.4473 -2.4119
H -0.3698 -2.6041 -1.2433
H 1.2274 0.6232 2.6803
H 2.3610 0.7886 4.8579
H 2.2756 -1.1041 6.4559
H 0.9844 -3.1406 5.8707
H -0.1481 -3.2966 3.6953
*
```

Properties
expectation value of S²: 6.09
frontier orbital gap (spin up / spin down): 4.2 / 5.8 eV
E_HOMO (spin up / spin down): 0.23 / -1.37 eV
LUMO (spin up / spin down): 4.44 / 4.43 eV

Partial charges, Mulliken, in e: 0.07, -0.75, 0.37, -0.69, -0.32, -0.79, -0.49, 0.13, 0.62, -0.65, -1.66, 2.92, -1.15, 0.46, -1.33, -0.26, -1.25, -0.49, 0.91, 0.52, 0.39, 0.34, 0.39, 0.45, 0.11, 0.40, 0.36, 0.39, 0.57, -0.10, -0.45, 0.17, -0.71, -0.47, -0.42, -0.49, 0.22, 0.35, 0.35, 0.32, 0.32, -1.25, 1.13, -0.90, -0.64, -0.78, 0.85, -0.62, -0.07, -1.01, 0.44, 0.09, 0.14, 0.34, 0.35, 0.36, 0.38, 0.11, -0.26, -0.53, -0.59, -0.35, 0.45, -0.28, -0.66, 2.85, 0.62, -1.03, -0.73, -0.69, -0.96, -0.26, -0.03, -0.51, -0.87, -0.53, -0.64, -0.16, 0.36, 0.39, 0.32, 0.29, 0.41, 0.37, 0.40, 0.35, 0.44, 0.34, 0.28, 0.45, 0.37, 0.38, 0.46


# 3
Entry from OMol25: a structure of composition C45H40AuO3PSSb2 (ωB97M-V with the def2-TZVPD basis set).

Structure (ORCA input):
```
! wB97M-V def2-TZVPD RIJCOSX def2/J DEFGRID3
* xyz 0 1
Au -0.0075 -1.5870 -0.6394
O -0.9382 -3.2805 -4.7788
S -0.2937 -2.7355 -3.6135
O -0.0957 -1.2889 -3.6213
O -0.8619 -3.2075 -2.3413
C 1.3868 -3.3542 -3.6047
C 1.6847 -4.4241 -4.4330
C 2.9713 -4.9377 -4.4825
C 3.9647 -4.3751 -3.6993
C 3.6698 -3.3068 -2.8653
C 2.3824 -2.7733 -2.8025
P 2.0775 -1.3672 -1.6533
C 3.4247 -1.5685 -0.4332
C 3.1855 -2.4292 0.6364
C 4.1640 -2.6776 1.5855
C 5.4023 -2.0606 1.4771
C 5.6588 -1.2154 0.4078
C 4.6799 -0.9738 -0.5462
C 2.5149 0.1479 -2.5618
C 2.9421 1.2708 -1.8525
C 3.2306 2.4551 -2.5099
C 3.0997 2.5286 -3.8892
C 2.6966 1.4101 -4.6029
C 2.4077 0.2223 -3.9472
H 0.8903 -4.8311 -5.0441
H 3.1941 -5.7721 -5.1347
H 4.9745 -4.7631 -3.7307
H 4.4606 -2.8907 -2.2581
H 2.2235 -2.9227 0.7116
H 3.9572 -3.3481 2.4096
H 6.1669 -2.2424 2.2212
H 6.6278 -0.7432 0.3093
H 4.9034 -0.3273 -1.3839
H 3.0683 1.2196 -0.7784
H 3.5545 3.3188 -1.9434
H 3.3157 3.4547 -4.4061
H 2.5988 1.4582 -5.6796
H 2.0733 -0.6345 -4.5119
C 0.5383 1.9589 0.6178
C -0.1279 1.0626 1.6544
C 0.8198 0.6125 2.7581
Sb 0.0351 -0.8811 4.1184
C -1.4181 0.3364 5.1151
C -1.3795 0.3388 6.5087
C -2.2521 1.1260 7.2499
C -3.1837 1.9235 6.6040
C -3.2423 1.9263 5.2167
C -2.3677 1.1394 4.4812
C -1.2271 -1.7888 2.6469
C -2.6028 -1.6825 2.5679
C -3.3148 -2.3295 1.5541
C -2.6601 -3.0734 0.5975
C -1.2728 -3.2412 0.6821
C -0.5659 -2.6087 1.7134
Sb -0.4667 2.1643 -1.2931
C -2.1924 0.9161 -0.9900
C -2.5486 0.0963 -2.0632
C -3.7674 -0.5756 -2.0767
C -4.6649 -0.3949 -1.0380
C -4.3309 0.4354 0.0262
C -3.0996 1.0652 0.0613
C -1.5326 3.9579 -0.7809
C -1.8026 4.3357 0.5331
C -2.5173 5.4927 0.8114
C -2.9749 6.2929 -0.2265
C -2.7094 5.9334 -1.5393
C -1.9898 4.7765 -1.8111
H 1.5176 1.5327 0.3783
H 0.7231 2.9729 0.9822
H -0.5141 0.1825 1.1329
H -0.9894 1.5614 2.0983
H 1.1227 1.4570 3.3841
H 1.7356 0.1917 2.3331
H -0.6581 -0.2810 7.0303
H -2.2028 1.1135 8.3314
H -3.8654 2.5381 7.1778
H -3.9722 2.5409 4.7044
H -2.4451 1.1477 3.4013
H -3.1458 -1.0902 3.2962
H -4.3920 -2.2321 1.5142
H -3.2078 -3.5541 -0.2018
H -0.7738 -3.9226 0.0003
H 0.4831 -2.8421 1.8692
H -1.8635 -0.0393 -2.8909
H -4.0081 -1.2293 -2.9055
H -5.6258 -0.8948 -1.0565
H -5.0385 0.5991 0.8303
H -2.8732 1.7238 0.8910
H -1.4483 3.7290 1.3601
H -2.7155 5.7709 1.8394
H -3.5329 7.1954 -0.0116
H -3.0596 6.5547 -2.3541
H -1.7873 4.5114 -2.8435
*
```

Properties
frontier orbital gap: 8.4 eV
E_HOMO: -8.23 eV
LUMO: 0.13 eV

Partial charges, Mulliken, in e: 2.08, -0.76, 1.14, -0.53, -0.68, 0.25, -0.60, -0.70, -0.75, -0.56, 0.13, 0.31, 0.08, -0.61, -0.69, -0.63, -0.76, 0.01, 1.07, -0.57, -0.92, -0.72, -0.77, -0.89, 0.56, 0.40, 0.43, 0.39, 0.32, 0.46, 0.39, 0.43, 0.54, 0.52, 0.45, 0.39, 0.45, 0.39, -0.53, 2.52, -1.62, 0.77, -0.24, -0.57, -0.57, -0.40, -0.70, 0.60, -0.27, -0.10, -0.64, -0.32, -1.21, -0.68, 1.04, -0.16, -0.62, -0.53, -0.53, -0.69, 0.30, 0.09, 0.36, -0.85, -0.45, -0.56, -0.80, -0.56, 0.77, -0.95, -0.93, 0.54, 0.39, 0.37, 0.38, 0.39, 0.44, 0.02, 0.56, 0.48, 0.37, 0.90, 0.67, 0.42, 0.45, 0.40, 0.42, 0.10, 0.20, 0.42, 0.37, 0.39, 0.33


# 4
Entry from OMol25: a structure of composition C45H40BBr2N8OTa at a distorted geometry (ωB97M-V with the def2-TZVPD basis set).

Structure (ORCA input):
```
! wB97M-V def2-TZVPD RIJCOSX def2/J DEFGRID3
* xyz 2 1
Ta 0.3423 0.0990 0.7395
C -4.2241 0.0089 3.5410
C -3.2359 0.6870 2.6495
C -3.0993 2.0414 2.3573
C -2.0795 2.1325 1.4214
N -1.6092 0.8930 1.1820
N -2.3410 0.0042 1.9248
B -2.2377 -1.5017 1.5946
N -2.1799 -1.5950 0.0668
N -1.1228 -1.0926 -0.6654
C -1.4107 -1.3716 -1.9594
C -2.6390 -2.0250 -2.0302
C -3.0968 -2.1445 -0.7412
C -4.3641 -2.7683 -0.2481
C -0.5502 -1.1419 -3.1435
C -0.7387 -1.9901 -4.2350
C 0.0101 -1.8499 -5.3903
C 0.9674 -0.8518 -5.4760
C 1.1675 -0.0051 -4.3984
C 0.4147 -0.1482 -3.2387
N -0.9369 -2.1884 2.1259
N 0.3047 -1.9030 1.5793
C 1.1408 -2.9236 1.9418
C 0.4347 -3.8085 2.7368
C -0.8628 -3.3331 2.8174
C -2.0380 -3.9550 3.5049
C 2.5058 -3.0527 1.4373
C 2.8238 -2.2461 0.2345
C 4.2312 -2.3307 -0.4036
C 5.2025 -3.1179 0.4292
C 4.8463 -3.7613 1.5399
C 3.4615 -3.7415 2.0558
C -1.5912 3.2852 0.6539
C -1.5129 4.5512 1.2258
C -1.0819 5.6272 0.4627
C -0.7371 5.4447 -0.8722
C -0.8186 4.1834 -1.4490
C -1.2457 3.1093 -0.6861
H -4.7958 0.7570 4.0853
H -3.7335 -0.6460 4.2653
H -4.9204 -0.5987 2.9619
H -3.7156 2.8480 2.7311
H -3.1814 -2.0761 2.0495
H -3.1492 -2.3660 -2.9175
H -4.9417 -3.1244 -1.0978
H -4.9769 -2.0525 0.3041
H -4.1661 -3.6178 0.4078
H -1.4577 -2.7974 -4.1752
H -0.1512 -2.5253 -6.2209
H 1.5535 -0.7292 -6.3791
H 1.9126 0.7708 -4.4878
H 0.5605 0.5390 -2.4153
H 0.8025 -4.7393 3.1414
H -1.6883 -4.7364 4.1757
H -2.7205 -4.4086 2.7826
H -2.6085 -3.2259 4.0827
H 2.0328 -2.3234 -0.5107
H 4.2579 -2.6749 -1.4365
H 6.2291 -3.1794 0.0775
H 5.5857 -4.3303 2.0918
H 3.2487 -4.2765 2.9759
H -1.7701 4.6918 2.2722
H -1.0172 6.6125 0.9101
H -0.4143 6.2903 -1.4678
H -0.5706 4.0445 -2.4959
H -1.3797 2.1380 -1.1545
Br 2.2391 4.7045 1.1954
C 1.5876 3.7115 2.6461
C 1.6537 4.2587 3.9488
C 1.1939 3.5546 5.0194
Br 1.2710 4.3361 6.7236
C 0.6737 2.2436 4.8540
C 0.2012 1.4075 5.8874
C -0.2469 0.1540 5.5837
C -0.2115 -0.2962 4.2527
N 0.2175 0.4473 3.2534
C 0.6267 1.7249 3.5521
C 1.0327 2.4834 2.4569
O 0.9078 1.8659 1.2599
H 2.0693 5.2478 4.0857
H 0.2086 1.7632 6.9111
H -0.6094 -0.5112 6.3562
H -0.5174 -1.3019 4.0147
C 2.3380 2.0862 -1.7704
C 2.8455 0.8018 -1.1739
C 4.0378 0.2263 -1.3442
C 4.3545 -0.7639 -0.2536
C 3.0583 -0.7592 0.5829
C 3.2423 -0.3431 2.0362
N 2.0968 0.1268 -0.1591
H 3.0817 2.8672 -1.6168
H 1.4242 2.4306 -1.2830
H 2.1603 2.0119 -2.8357
H 4.7617 0.5687 -2.0781
H 5.2484 -0.4508 0.2916
H 4.0948 -0.8738 2.4614
H 2.3822 -0.5602 2.6760
H 3.4510 0.7273 2.0799
*
```

Properties
frontier orbital gap: 6.1 eV
E_HOMO: -12.91 eV
LUMO: -6.83 eV

Partial charges, Mulliken, in e: 0.36, -1.49, 0.72, -1.18, -0.43, 0.34, 0.69, -0.60, 0.39, 0.35, -0.40, -1.26, 0.61, -1.47, 0.60, -1.07, -0.86, -0.65, -0.91, 1.87, -0.07, 1.14, -0.07, -1.34, 0.83, -1.52, 0.12, 0.19, 0.03, -1.05, -0.83, -0.62, 0.23, -0.33, -0.97, -0.60, -0.64, 0.18, 0.45, 0.24, 0.25, 0.68, -0.09, 0.64, 0.45, 0.29, 0.25, 0.40, 0.41, 0.43, 0.31, -0.30, 0.64, 0.45, 0.27, 0.27, 0.25, 0.55, 0.44, 0.44, 0.47, 0.45, 0.43, 0.43, 0.51, 0.73, -0.06, -0.01, -0.22, -0.24, -0.16, 0.66, -1.04, -1.31, 0.44, 0.90, -0.48, 0.35, -0.02, 0.52, 0.44, 0.59, -0.30, -1.50, 1.31, -2.06, -0.12, 0.74, -1.37, 1.07, 0.47, 0.17, 0.14, 0.51, 0.55, 0.74, 0.00, 0.29


The E_tot results, record by record, are as follows: -104702.295; -71139.066; -90347.243; -203586.554 eV.